The following is a DFT calculation (ωB97M-V with the def2-TZVPD basis set) of a structure of composition C16H34B2K2O9S3Sn.

- LUMO energy: -3.656 eV
- Orbital gap: 2.18 eV

```
67
C16H34B2K2O9S3Sn, DFT ωB97M-V with the def2-TZVPD basis set
H -23.083 5.394 21.956
H -21.793 19.391 23.543
C -16.063 12.886 21.356
H -23.899 5.159 29.456
H -20.166 3.233 20.139
C -24.514 5.427 26.632
C -20.884 15.974 23.868
C -21.010 5.010 21.151
K -21.717 11.597 20.107
O -26.408 7.173 27.563
H -19.827 14.911 22.355
H -24.955 6.510 30.135
S -17.253 5.870 24.258
H -18.564 5.228 26.323
C -21.426 17.451 24.386
C -20.014 16.997 21.766
O -19.300 16.779 20.643
H -19.619 5.872 25.027
O -23.484 2.774 22.428
H -16.365 3.835 25.136
H -21.058 9.080 22.561
H -22.934 4.843 20.228
C -15.940 11.395 19.276
O -20.577 19.401 21.349
Sn -18.937 10.875 25.403
H -16.918 11.635 18.860
S -25.756 5.858 27.947
H -22.755 9.967 28.038
C -20.418 3.600 21.134
H -15.016 13.187 21.399
H -21.728 8.758 24.068
K -25.112 9.930 25.735
H -21.901 10.396 23.488
O -21.385 2.770 21.798
C -18.741 5.265 25.248
H -19.599 3.638 21.852
H -15.631 10.614 18.580
C -20.220 15.890 22.586
O -17.869 10.975 21.146
O -21.881 17.590 25.576
O -21.088 14.924 24.558
B -22.198 10.891 28.050
H -16.472 13.107 22.342
C -21.297 18.459 23.313
H -22.835 11.464 28.705
H -15.339 12.282 19.074
H -23.754 6.196 26.493
C -24.488 6.055 29.261
H -21.216 11.002 28.482
B -21.891 9.360 23.188
H -23.870 6.808 28.773
H -16.328 5.191 26.383
C -22.571 3.310 21.846
H -20.794 5.663 20.305
H -20.777 5.642 22.008
H -15.160 5.209 25.019
C -16.143 4.879 25.355
C -20.590 18.350 22.151
H -19.005 4.285 24.849
O -17.007 7.348 24.549
C -22.508 4.818 21.231
S -16.395 11.104 21.055
H -22.863 9.085 22.809
H -24.024 4.459 26.738
H -16.621 13.383 20.563
H -24.944 5.353 25.633
H -22.132 11.300 27.053
```